The following is a DFT calculation (wB97M-V/def2-TZVPD) of a cluster of 6 separate species, C24H44O14S4 in total in a non-equilibrium geometry.

Each line ends with the Löwdin charge.
CARTESIAN COORDINATES (ANGSTROEM)
C  -1.62661  5.31178  2.87683  0.004
C  -2.24502  5.13543  4.31192  -0.328
C  -3.60738  5.66921  4.48143  -0.167
O  -4.44501  4.70650  5.01602  0.074
C  -3.64649  3.64336  5.30414  -0.411
O  -4.06613  2.68789  6.02763  0.088
O  -2.46688  3.74800  4.53364  0.058
H  -2.32511  4.77183  2.23757  0.083
H  -0.71104  4.72852  2.77871  0.081
H  -1.51068  6.33783  2.52774  0.087
H  -1.62216  5.54008  5.10968  0.152
H  -4.06943  5.89270  3.51983  0.136
H  -3.68609  6.59119  5.05750  0.143
C  2.22670  -11.04570  0.99548  -0.028
C  2.43928  -9.60310  1.12078  -0.341
C  1.33437  -8.60984  0.74951  -0.067
O  0.92174  -7.98877  1.95702  0.103
C  1.75975  -8.28580  2.89969  -0.609
O  1.77012  -8.01094  4.08588  0.135
O  2.70807  -9.01457  2.36183  0.095
H  1.49487  -11.58156  1.59996  0.096
H  3.14449  -11.55458  1.29012  0.093
H  2.03811  -11.18162  -0.06944  0.100
H  3.35394  -9.42614  0.55494  0.155
H  0.43510  -9.16545  0.48357  0.131
H  1.47976  -7.88268  -0.04935  0.139
O  -9.51960  3.20148  1.14420  -0.339
S  -8.98713  2.00845  0.55972  0.710
O  -9.84727  1.22318  -0.39337  -0.367
C  -7.29485  2.42456  -0.21743  -0.185
C  -6.32557  1.91571  0.86397  -0.231
C  -6.86489  0.61294  1.42387  -0.208
C  -8.28737  0.99211  1.83794  -0.257
H  -7.23863  3.41938  -0.65934  0.102
H  -7.37244  1.76775  -1.08385  0.087
H  -5.45896  1.67525  0.24812  0.111
H  -6.12050  2.70247  1.58994  0.121
H  -6.29201  0.30617  2.29897  0.119
H  -6.94832  -0.21406  0.71874  0.123
H  -8.27268  1.65734  2.70128  0.105
H  -8.96125  0.17713  2.10213  0.110
O  0.39741  0.23283  1.11959  -0.368
S  0.91629  -0.94256  1.84698  0.746
O  1.72606  -2.08456  1.38130  -0.349
C  1.72064  -0.34077  3.36132  -0.214
C  1.30563  -1.35165  4.40134  -0.249
C  -0.11743  -1.69769  4.23178  -0.261
C  -0.50747  -1.69239  2.77207  -0.202
H  1.50443  0.71379  3.53235  0.107
H  2.80478  -0.37808  3.25476  0.105
H  1.75313  -2.34400  4.34572  0.125
H  1.44573  -1.10302  5.45331  0.124
H  -0.81780  -0.98880  4.67345  0.119
H  -0.31517  -2.69033  4.63634  0.121
H  -1.36544  -1.16301  2.35765  0.099
H  -0.43339  -2.75483  2.54005  0.097
O  -0.87040  4.00618  -6.48316  -0.358
S  -0.14938  3.09322  -7.41848  0.759
O  0.18349  3.55528  -8.80115  -0.359
C  1.29668  2.39640  -6.59581  -0.235
C  0.90584  0.97101  -6.10432  -0.184
C  -0.08786  0.34001  -7.19659  -0.220
C  -1.00549  1.45041  -7.44823  -0.264
H  1.74035  2.94051  -5.76202  0.103
H  2.12208  2.26372  -7.29524  0.099
H  1.67062  0.22683  -5.88203  0.110
H  0.25511  1.10769  -5.24062  0.106
H  -0.58315  -0.55510  -6.82031  0.118
H  0.46670  0.07592  -8.09704  0.114
H  -1.67485  1.54218  -6.59288  0.101
H  -1.69777  1.37724  -8.28699  0.111
O  7.27206  0.59132  0.13069  -0.338
S  7.17358  1.88396  -0.52267  0.714
O  6.78808  3.08562  0.24797  -0.352
C  8.72345  2.13034  -1.46877  -0.206
C  8.39626  2.22412  -3.00596  -0.211
C  7.01768  1.58655  -3.18958  -0.237
C  6.05245  1.75645  -1.97536  -0.200
H  9.42940  1.30019  -1.44411  0.098
H  9.28136  3.04368  -1.26225  0.098
H  8.23350  3.24234  -3.35927  0.109
H  9.16366  1.67475  -3.55129  0.111
H  7.24787  0.52498  -3.28010  0.109
H  6.51442  1.93216  -4.09258  0.109
H  5.39777  0.88575  -1.93813  0.100
H  5.43232  2.64793  -2.06926  0.097

Computed properties:
Charge: 0
Maximum force: 6.1 eV Å⁻¹
Lowest unoccupied orbital energy: 0.090 eV
HOMO-LUMO gap: 10.121 eV